Formula: C6H39NO14
Source: the OMol25 dataset
Level of theory: ωB97M-V/def2-TZVPD

```
60
Properties=species:S:1:pos:R:3:forces:R:3
C 1.8935 1.3018 0.9175 0.1 -3.9 -2.1
C 0.9846 0.7678 -0.2037 -0.8 0.0 0.2
C -0.3048 0.5210 0.0363 0.8 -0.7 -1.8
N -0.9801 0.8103 1.2071 0.1 -0.3 1.7
C 1.5369 0.5486 -1.5983 -2.1 1.5 -0.1
C 2.2925 1.7742 -1.8901 -0.4 -0.4 -2.9
C 2.0035 2.5583 -2.9297 1.6 -0.1 0.0
H 1.3041 1.7889 1.5867 -1.6 1.0 2.5
H 2.4550 0.3669 1.2860 -0.9 2.2 0.0
H 2.5139 2.0462 0.5385 1.6 1.0 -0.6
H -0.9039 0.0581 -0.8127 0.7 1.0 1.4
H -0.5036 0.6140 2.1124 -0.1 0.0 -1.2
H -1.8167 0.2817 1.2465 -1.2 -0.3 0.3
H 0.7802 0.4658 -2.4428 0.2 -0.1 1.5
H 2.1288 -0.3107 -1.7010 1.1 -1.2 0.1
H 3.2201 1.8341 -1.4061 1.2 0.7 0.6
H 2.8299 3.2162 -3.2290 -0.8 0.4 0.0
H 1.1473 2.4425 -3.6060 0.3 0.0 0.5
H 0.9348 -3.0737 -2.4499 4.1 -0.7 6.3
H 0.8046 -2.2797 -3.6033 -0.1 0.5 -0.6
O 0.4302 -3.0287 -3.1509 -4.0 0.2 -5.5
H 2.2771 -1.4978 0.1384 -0.2 -0.4 0.4
H 1.3160 -2.6963 0.3004 -0.4 -1.6 1.6
O 1.5185 -1.9615 -0.2267 0.4 1.4 -2.5
H -0.8765 -3.0690 1.1925 -3.9 0.2 -0.7
H 0.0369 -4.3067 1.6017 -0.6 2.8 -0.6
O -0.0305 -3.2982 1.4161 4.4 -3.6 1.7
H -2.4008 -3.0609 -0.0248 0.8 1.5 -4.3
H -3.2849 -3.9974 0.6916 1.1 1.0 0.5
O -2.5796 -3.3086 0.8241 -2.4 -2.4 3.2
H -0.0086 3.7029 1.3788 -1.1 -0.1 0.6
H -0.7562 2.5551 2.0402 0.0 -2.5 0.0
O -0.7763 3.4751 1.9667 0.9 3.1 -0.7
H -4.2450 0.4635 -0.7056 1.1 -0.8 -4.0
H -4.4298 1.6170 0.2523 0.4 1.1 -0.2
O -4.4397 0.6803 0.1424 -1.4 -0.2 3.8
H 3.0676 -3.3239 1.9273 0.0 0.3 -0.8
H 3.4975 -3.1244 0.3865 -0.3 -0.6 1.4
O 3.4242 -3.7650 1.1325 0.3 -0.1 -0.5
H -4.0642 -0.1976 3.0499 0.4 -0.2 -0.5
H -3.9328 -0.1941 1.5624 -2.6 1.7 -4.4
O -3.5176 -0.4735 2.2949 2.4 -1.7 5.3
H -3.1472 4.1811 -0.2191 1.1 -1.8 1.2
H -2.2611 3.0875 0.6947 0.7 1.1 1.0
O -2.8756 3.2371 -0.0163 -2.0 1.1 -1.8
H -1.1896 -1.5347 -1.0355 -1.3 -1.6 -2.1
H -1.2892 -2.5607 -2.2579 1.2 -0.5 -0.8
O -1.8184 -2.0408 -1.6764 0.1 1.8 2.9
H 0.8297 -2.2775 2.6955 2.0 0.0 0.0
H 1.8413 -1.0779 2.8025 0.1 -1.6 0.1
O 1.8144 -2.0738 2.8507 -1.7 1.6 0.2
H -1.8647 1.8412 -1.1064 -0.1 1.2 1.3
H -2.9077 1.8614 -2.2490 0.5 0.1 0.5
O -2.1467 1.3933 -1.8724 -0.8 -1.2 -2.5
H 4.3246 -1.0229 1.7250 2.2 -0.4 2.5
H 4.2164 -0.3636 0.3190 -1.1 -1.5 2.0
O 3.7460 -0.9494 1.0267 0.0 1.9 -4.7
H -0.2716 4.4316 -1.3137 -0.5 0.1 -0.2
H 0.0798 3.0141 -0.7917 -0.1 -0.1 -0.3
O 0.3734 3.9312 -0.8247 0.5 0.2 0.7
```
Forces are in eV/Å.

HOMO energy: -8.04 eV
max |F|: 0.1459 hartree/bohr
frontier orbital gap: 8.165 eV
relative energy (zero: lowest compared OMol25 entry of this formula, charge and spin): 640.5 kJ/mol

Here are the Mulliken charges for atoms 1 to 4, given in e:
1 C -2.15
2 C 1.30
3 C -1.33
4 N 0.06